Molecular formula: C42H90BN7O7S2
Method: DFT, wB97M-V/def2-TZVPD

Structure (XYZ):
```
149
Properties=species:S:1:pos:R:3:lowdin_charge:R:1
C 6.637 -0.974 -1.878 -0.159
C 6.330 -0.082 -0.507 -0.265
C 4.852 0.675 -0.581 -0.215
C 4.918 2.002 -1.576 -0.215
C 4.256 3.320 -0.828 -0.212
C 3.386 4.257 -1.901 -0.220
C 1.774 3.812 -1.917 -0.207
C 0.918 4.498 -0.678 -0.189
C -0.081 3.403 0.091 -0.181
C -1.679 3.728 -0.147 -0.138
B -2.616 3.578 1.197 -0.267
C -3.029 4.971 2.006 -0.081
C -4.516 4.701 2.718 -0.149
O -4.819 5.196 3.935 -0.106
C -3.219 2.164 1.805 -0.155
C -2.339 0.831 1.418 -0.193
C -3.089 0.100 0.156 -0.165
C -1.985 0.007 -1.097 -0.192
N -2.762 -0.511 -2.287 -0.249
C -2.378 -1.922 -2.676 -0.184
C -3.621 -2.899 -2.211 -0.167
C -3.190 -4.133 -1.223 -0.244
C -2.108 -3.745 -0.053 -0.148
C -2.759 0.447 -3.457 -0.947
S -1.395 1.140 -4.201 0.600
S -4.479 0.945 -4.117 0.719
C -4.669 2.755 -3.548 -0.483
C -6.284 3.103 -3.633 -0.303
C -6.632 3.205 -5.265 -0.155
H 6.682 -0.301 -2.835 0.070
H 7.623 -1.620 -1.795 0.074
H 5.739 -1.727 -2.036 0.064
H 6.300 -0.880 0.378 0.104
H 7.218 0.671 -0.270 0.108
H 4.091 -0.101 -1.066 0.110
H 4.411 0.927 0.485 0.110
H 4.285 1.737 -2.552 0.114
H 6.027 2.219 -1.897 0.107
H 3.548 3.035 0.080 0.104
H 5.145 3.956 -0.377 0.107
H 3.849 4.194 -2.998 0.111
H 3.496 5.365 -1.511 0.100
H 1.346 4.208 -2.957 0.110
H 1.708 2.640 -1.950 0.107
H 1.726 4.927 0.087 0.101
H 0.324 5.454 -1.059 0.110
H 0.132 2.367 -0.430 0.099
H 0.244 3.424 1.227 0.086
H -1.732 4.873 -0.473 0.098
H -2.134 3.122 -1.060 0.097
H -2.221 5.207 2.828 0.124
H -3.169 5.837 1.217 0.117
H -5.361 4.040 2.209 0.135
H -3.241 2.221 2.991 0.121
H -4.345 1.965 1.481 0.114
H -1.194 1.039 1.261 0.115
H -2.425 0.088 2.344 0.119
H -3.493 -0.978 0.378 0.093
H -3.995 0.726 -0.297 0.114
H -1.482 1.055 -1.301 0.080
H -1.150 -0.746 -0.703 0.137
H -1.325 -2.251 -2.274 0.119
H -2.307 -2.012 -3.864 0.131
H -4.387 -2.227 -1.591 0.105
H -4.183 -3.336 -3.158 0.118
H -2.879 -5.042 -1.891 0.082
H -4.186 -4.472 -0.658 0.092
H -1.008 -3.596 -0.490 0.081
H -2.427 -2.862 0.648 0.059
H -2.022 -4.703 0.653 0.075
H -4.268 2.909 -2.436 0.084
H -4.028 3.380 -4.336 0.087
H -6.578 4.092 -3.055 0.110
H -6.854 2.196 -3.128 0.100
H -6.616 2.109 -5.676 0.060
H -5.747 3.796 -5.807 0.086
H -7.640 3.766 -5.471 0.074
C -8.931 -2.407 -1.559 -0.083
N -8.056 -3.547 -1.405 0.001
C -7.145 -3.779 -0.414 -0.544
C -7.006 -2.744 0.666 -0.012
O -6.473 -4.809 -0.429 0.008
H -9.961 -2.769 -1.562 0.081
H -8.708 -1.938 -2.519 0.083
H -8.804 -1.676 -0.759 0.076
H -8.098 -4.285 -2.100 0.144
H -6.245 -3.065 1.383 0.085
H -6.693 -1.792 0.232 0.080
H -7.954 -2.629 1.196 0.084
C 1.450 6.065 4.257 -0.078
N 1.458 4.929 3.365 0.011
C 2.207 3.791 3.461 -0.528
C 3.152 3.669 4.623 -0.004
O 2.094 2.910 2.610 0.004
H 0.436 6.183 4.645 0.082
H 1.723 6.950 3.680 0.075
H 2.145 5.944 5.089 0.063
H 0.843 4.944 2.558 0.113
H 3.679 2.713 4.567 0.088
H 3.889 4.474 4.590 0.053
H 2.594 3.702 5.562 0.094
C 0.206 -5.806 5.204 -0.085
N 0.080 -4.834 4.143 -0.002
C -1.043 -4.167 3.743 -0.540
C -2.325 -4.454 4.472 -0.011
O -0.980 -3.364 2.813 0.007
H 0.936 -5.430 5.922 0.082
H 0.572 -6.737 4.768 0.082
H -0.742 -5.991 5.712 0.075
H 0.908 -4.592 3.608 0.144
H -3.132 -3.851 4.044 0.085
H -2.588 -5.508 4.364 0.086
H -2.220 -4.192 5.527 0.085
C 0.897 -7.589 -1.432 -0.089
N -0.193 -6.814 -1.979 0.012
C -0.453 -6.541 -3.292 -0.538
C 0.486 -7.097 -4.324 -0.008
O -1.432 -5.859 -3.592 0.010
H 0.471 -8.420 -0.867 0.083
H 1.465 -6.945 -0.758 0.074
H 1.560 -7.977 -2.207 0.065
H -0.866 -6.408 -1.338 0.129
H 0.152 -6.798 -5.321 0.086
H 1.492 -6.703 -4.163 0.067
H 0.491 -8.188 -4.273 0.088
C 5.472 -4.881 -3.790 -0.076
N 4.534 -5.682 -3.038 0.006
C 4.797 -6.542 -2.010 -0.530
C 6.228 -6.702 -1.579 -0.012
O 3.876 -7.154 -1.472 0.016
H 5.190 -3.833 -3.674 0.075
H 5.393 -5.165 -4.841 0.084
H 6.500 -5.021 -3.452 0.077
H 3.549 -5.624 -3.277 0.133
H 6.283 -7.417 -0.754 0.087
H 6.826 -7.085 -2.409 0.086
H 6.622 -5.744 -1.234 0.085
C 6.072 8.441 3.222 -0.077
N 5.134 7.640 3.974 0.009
C 5.397 6.780 5.001 -0.520
C 6.828 6.620 5.432 -0.007
O 4.476 6.168 5.540 -0.003
H 5.790 9.490 3.338 0.085
H 5.993 8.158 2.171 0.085
H 7.100 8.302 3.560 0.077
H 4.149 7.699 3.735 0.134
H 6.883 5.906 6.258 0.089
H 7.426 6.238 4.603 0.088
H 7.222 7.579 5.777 0.087
```

Computed properties:
SMILES: CCCCCCCCCCB(CC=O)CCCCN(CCCC)C(=S)SCCC.CNC(C)=O.CNC(C)=O.CNC(C)=O.CNC(C)=O.CNC(C)=O.CNC(C)=O
Energy in eV: -92113.1405
HOMO in eV: -7.983